Entry 1:
A cluster of 2 separate species, C5H16N2O in total. Source: OMol25; level of theory: ωB97M-V/def2-TZVPD.

Values from the calculation:
DFT total energy, Ha: -384.82253
HOMO level, eV: -8.8
Energy relative to the best compared isomer or geometry (same formula, charge and spin), kcal/mol: 22.31
Structure (SMILES): CCCN.NCCO
HOMO-LUMO gap, eV: 9.77
Net charge: 0

The geometry in XYZ format:
```
24
Properties=species:S:1:pos:R:3:forces:R:3:lowdin_charge:R:1
O 1.761 -1.136 0.669 -1.4 0.4 -0.7 -0.19
N -0.740 -0.821 0.521 -0.8 -0.2 -0.4 0.01
N 0.863 -0.968 -2.218 -0.1 -0.1 0.5 -0.02
C 2.591 -0.799 -0.414 0.2 -0.2 0.1 -0.34
C -1.214 0.375 1.231 0.3 0.3 -0.5 -0.24
C -2.682 2.414 1.265 -0.2 0.0 0.1 -0.12
C -2.401 1.090 0.578 0.2 -0.5 -0.1 -0.27
C 1.920 -0.125 -1.598 -0.6 -0.1 -0.4 -0.27
H -1.182 -1.684 0.816 -0.1 0.1 0.0 0.12
H -1.366 0.133 2.285 -0.1 0.0 -0.1 0.13
H -2.106 1.218 -0.470 -0.2 0.2 0.0 0.11
H -0.376 1.074 1.162 0.0 0.1 0.4 0.12
H -1.833 3.096 1.192 0.0 0.0 0.0 0.07
H 0.824 -1.859 -1.731 0.1 0.0 -0.1 0.06
H -3.563 2.910 0.851 0.1 0.0 0.0 0.07
H 3.383 -0.120 -0.064 0.0 -0.1 0.0 0.11
H 0.655 -0.966 0.508 2.3 -0.4 0.7 0.02
H -0.836 -0.739 -0.493 -0.2 0.1 0.1 0.08
H -2.880 2.222 2.322 0.0 0.2 0.0 0.07
H 1.458 0.818 -1.281 0.1 0.0 0.0 0.10
H 3.073 -1.711 -0.814 0.1 0.1 0.2 0.11
H 1.049 -1.178 -3.188 0.1 0.1 0.0 0.06
H 2.664 0.104 -2.369 0.1 0.1 0.3 0.11
H -3.301 0.466 0.583 0.1 0.0 0.0 0.11
```
Forces are in eV/Å.



Entry 2:
A cluster of 2 separate species, C5H16N2O in total. Source: OMol25; level of theory: ωB97M-V/def2-TZVPD.

Values from the calculation:
DFT total energy, Ha: -384.82581
HOMO level, eV: -8.6
Energy relative to the best compared isomer or geometry (same formula, charge and spin), kcal/mol: 20.25
Structure (SMILES): CCN[C@@H](C)CN.O
HOMO-LUMO gap, eV: 9.54
Net charge: 0

The geometry in XYZ format:
```
24
Properties=species:S:1:pos:R:3:forces:R:3:lowdin_charge:R:1
O -2.598 -1.230 1.064 0.7 0.3 -0.5 -0.07
N -0.088 0.516 -0.219 -0.4 0.2 0.9 -0.07
N 0.253 -0.311 2.737 0.1 0.9 0.2 0.00
C 1.258 -0.208 1.677 -1.5 -1.2 0.3 -0.24
C -1.367 1.765 -1.890 -0.5 0.3 0.3 -0.08
C 0.750 -0.558 0.287 0.2 -0.1 -1.6 -0.42
C -0.364 0.669 -1.626 -0.2 -1.3 0.5 -0.30
C 1.918 -0.992 -0.647 -0.4 1.2 0.7 -0.06
H -0.912 2.727 -2.125 0.1 -0.1 -0.3 0.07
H -0.129 -1.225 2.891 -0.1 -0.4 -0.2 0.06
H -0.032 1.378 0.306 0.3 0.0 -0.3 0.11
H -2.006 1.964 -1.024 0.2 -0.3 0.2 0.07
H 2.648 -0.178 -0.710 0.2 -0.2 0.0 0.08
H -2.013 -0.476 1.242 -0.3 0.0 0.3 0.00
H 0.543 0.761 -2.182 0.8 0.7 -0.7 0.09
H 1.617 0.815 1.711 0.6 0.0 -0.2 0.12
H -0.708 -0.312 -1.999 -0.5 0.2 0.2 0.12
H 2.360 -1.868 -0.173 0.2 -0.1 -0.5 0.08
H 1.541 -1.162 -1.654 0.2 -0.4 0.1 0.06
H -2.212 -1.457 0.205 -0.4 -0.4 0.1 0.02
H -2.076 1.455 -2.648 0.1 0.2 -0.5 0.07
H 2.002 -0.957 1.914 0.7 0.3 0.2 0.11
H -0.507 0.344 2.596 0.0 -0.1 0.1 0.05
H 0.122 -1.461 0.269 -0.1 -0.1 0.7 0.12
```
Forces are in eV/Å.



Entry 3:
A cluster of 2 separate species, C5H16N2O in total. Source: OMol25; level of theory: ωB97M-V/def2-TZVPD.

Values from the calculation:
DFT total energy, Ha: -384.24568
HOMO level, eV: -18.5
Energy relative to the best compared isomer or geometry (same formula, charge and spin), kcal/mol: 6.32
HOMO-LUMO gap, eV: 11.76
Net charge: +2

The geometry in XYZ format:
```
24
Properties=species:S:1:pos:R:3:forces:R:3:lowdin_charge:R:1
O 2.419 -4.151 1.287 0.3 -0.2 0.2 -0.04
N 0.438 -2.397 1.140 1.1 0.6 0.0 0.19
N -2.043 1.191 -0.871 -0.1 -0.4 -0.7 0.22
C 0.542 -0.205 0.033 0.8 0.0 0.2 -0.06
C -0.656 1.741 -1.188 0.0 0.2 1.1 -0.30
C 0.338 1.280 -0.112 -0.1 -0.3 -0.5 -0.14
C -0.763 3.263 -1.140 0.3 0.7 -0.3 -0.02
C 0.221 -0.936 1.085 -1.3 0.2 0.5 -0.06
H 3.109 -4.306 1.955 -0.2 0.2 -0.2 0.09
H -0.237 -2.885 0.555 0.1 -0.3 0.1 0.18
H -2.682 1.507 -1.609 -0.1 0.0 0.2 0.18
H -0.081 3.724 -0.417 -0.2 -0.4 0.2 0.10
H -0.491 3.789 -2.059 -0.3 -0.4 -0.2 0.11
H -0.355 -0.566 1.934 0.2 0.0 -0.2 0.14
H 0.480 -2.817 2.077 -0.6 0.3 0.0 0.18
H 1.213 -0.633 -0.708 -0.4 -0.3 -0.3 0.14
H 0.101 1.793 0.821 0.1 -0.2 0.1 0.14
H 1.277 1.647 -0.521 0.2 0.3 0.4 0.15
H -2.416 1.503 0.026 0.1 0.2 0.1 0.18
H -0.413 1.322 -2.154 0.1 0.0 -0.3 0.16
H 1.405 -2.633 0.856 0.0 -0.4 -0.5 0.13
H -1.775 3.560 -0.862 0.0 0.2 -0.1 0.10
H -2.058 0.167 -0.887 0.0 0.1 0.1 0.17
H 2.427 -4.958 0.756 0.0 0.0 0.0 0.08
```
Forces are in eV/Å.



Entry 4:
A cluster of 2 separate species, C5H16N2O in total. Source: OMol25; level of theory: ωB97M-V/def2-TZVPD.

Values from the calculation:
DFT total energy, Ha: -384.24403
HOMO level, eV: -18.7
Energy relative to the best compared isomer or geometry (same formula, charge and spin), kcal/mol: 7.35
HOMO-LUMO gap, eV: 11.91
Net charge: +2

The geometry in XYZ format:
```
24
Properties=species:S:1:pos:R:3:forces:R:3:lowdin_charge:R:1
O -1.963 2.026 1.697 0.0 -0.2 0.1 -0.04
N -0.191 -0.090 2.070 -0.3 0.3 0.4 0.24
N 1.513 -1.215 -1.664 0.7 0.1 0.2 0.25
C -0.452 -0.748 0.779 0.8 -0.8 -0.7 -0.28
C 1.091 0.132 -1.140 -0.5 0.9 0.1 -0.33
C 1.095 1.128 -2.285 -0.3 0.4 -0.3 -0.02
C -0.268 0.113 -0.443 -0.7 0.1 0.4 -0.10
C -0.648 -2.056 0.829 -0.4 -0.1 0.7 0.14
H -1.780 2.973 1.768 -0.2 -0.1 0.1 0.08
H 1.850 0.459 -0.444 0.4 -0.3 0.3 0.15
H 2.528 -1.201 -1.828 -0.1 0.0 -0.2 0.19
H -1.059 -0.134 -1.140 -0.1 -0.2 -0.3 0.15
H -0.528 1.130 -0.140 0.2 0.2 -0.2 0.12
H -0.989 0.421 2.481 -0.2 0.5 -0.7 0.15
H 0.028 -0.775 2.778 0.6 -0.4 0.3 0.17
H 0.894 2.143 -1.933 0.1 -0.2 0.2 0.11
H 1.369 -1.978 -1.005 -0.3 -0.1 0.1 0.16
H 0.319 0.945 -3.038 0.2 -0.3 0.1 0.11
H -2.906 1.918 1.894 0.1 0.2 -0.1 0.08
H -0.822 -2.730 0.004 -0.1 0.3 -0.3 0.10
H 2.066 1.172 -2.765 0.2 -0.1 -0.2 0.10
H 0.569 0.583 1.978 0.1 0.1 0.3 0.18
H -0.727 -2.536 1.800 0.1 -0.1 -0.1 0.10
H 1.063 -1.428 -2.555 -0.2 -0.1 -0.1 0.19
```
Forces are in eV/Å.



Entry 5:
A cluster of 4 separate species, C5H16N2O3 in total. Source: OMol25; level of theory: ωB97M-V/def2-TZVPD.

Values from the calculation:
DFT total energy, Ha: -535.26632
HOMO level, eV: -8.7
Energy relative to the best compared isomer or geometry (same formula, charge and spin), kcal/mol: 70.53
Structure (SMILES): C=NC(=C)CCN.O.O.O
HOMO-LUMO gap, eV: 9.38
Net charge: 0

The geometry in XYZ format:
```
26
Properties=species:S:1:pos:R:3:forces:R:3:lowdin_charge:R:1
O 0.489 2.867 -1.776 0.2 1.2 -0.5 -0.06
O 3.107 -0.190 1.168 -0.5 0.5 0.8 -0.10
O 0.728 -0.362 2.506 0.2 0.4 0.6 -0.08
N -2.154 0.803 -0.683 0.0 -0.7 0.3 0.04
N 0.700 -2.315 0.167 0.9 0.1 -0.1 -0.01
C -0.180 -0.558 -1.315 0.2 -1.0 -1.5 -0.16
C -3.045 0.325 0.082 -0.4 0.6 -0.8 -0.02
C -0.103 1.203 0.425 -2.1 -0.3 -0.4 0.04
C -0.800 0.472 -0.469 1.0 0.7 1.8 -0.43
C -0.308 -2.052 -0.885 0.8 0.9 0.6 -0.23
H -4.031 0.704 -0.145 -0.5 -0.2 0.2 0.06
H 1.191 -3.189 -0.017 -0.6 -0.3 0.3 0.08
H -0.562 -0.445 -2.356 0.1 -0.1 0.6 0.13
H -0.202 2.514 -2.343 0.1 -0.4 0.2 0.04
H -2.979 -0.412 0.891 0.6 0.2 -0.1 0.09
H 2.240 -0.366 1.600 0.4 -0.3 -0.2 -0.03
H 1.006 2.163 -1.390 -0.3 -0.3 -0.1 0.01
H -0.081 -2.679 -1.736 -0.4 -0.1 -0.4 0.10
H 3.411 0.477 1.811 0.3 -0.2 -0.6 0.05
H 1.494 -1.686 0.029 -0.3 0.2 0.1 0.04
H 0.504 -0.789 3.339 -0.1 -0.3 -0.3 0.07
H 0.280 -0.788 1.764 -0.3 -0.5 0.3 0.01
H -0.734 1.967 0.898 0.9 -0.2 0.2 0.09
H -1.267 -2.284 -0.427 -0.3 0.0 -0.5 0.10
H 0.920 1.029 0.710 0.1 0.3 -0.3 0.05
H 0.903 -0.355 -1.370 -0.3 0.0 -0.1 0.12
```
Forces are in eV/Å.



Entry 6:
A cluster of 4 separate species, C5H16N2O4 in total. Source: OMol25; level of theory: ωB97M-V/def2-TZVPD.

Values from the calculation:
DFT total energy, Ha: -610.56017
HOMO level, eV: -9.0
Energy relative to the best compared isomer or geometry (same formula, charge and spin), kcal/mol: 15.74
Structure (SMILES): N/C=N/CCCC=O.O.O.O
HOMO-LUMO gap, eV: 9.52
Net charge: 0

The geometry in XYZ format:
```
27
Properties=species:S:1:pos:R:3:forces:R:3:lowdin_charge:R:1
O -3.059 -2.677 0.344 0.0 0.3 0.0 -0.08
O 3.402 1.523 2.168 -0.1 0.7 -0.1 -0.08
O 1.548 3.548 2.371 -1.0 -0.6 -1.1 -0.06
O -0.397 2.004 -1.714 0.1 0.2 0.2 0.03
N -0.239 -1.264 0.179 0.1 -1.0 0.1 0.00
N 0.815 -0.015 1.778 0.5 0.6 0.8 0.10
C -1.387 1.382 -1.417 0.6 0.3 -0.1 -0.27
C -1.655 0.011 -1.905 -0.8 -1.9 0.4 -0.17
C -0.456 -0.888 -2.246 0.8 0.2 0.9 -0.17
C -0.166 -1.919 -1.119 0.0 0.6 -0.5 -0.25
C 0.801 -0.658 0.581 -0.7 1.4 0.4 -0.29
H 3.997 1.234 1.472 0.1 0.0 -0.1 0.04
H -2.198 -0.552 -1.133 -0.3 0.5 0.0 0.10
H -2.281 -2.148 0.582 0.1 -0.1 0.0 -0.01
H 1.034 2.808 2.734 0.3 0.2 0.5 0.04
H 1.539 0.637 2.052 0.5 -0.4 -0.5 0.04
H 0.836 -2.343 -1.271 -0.2 -0.1 -0.2 0.11
H -0.548 -1.480 -3.157 0.0 0.5 -0.3 0.11
H 3.239 2.484 2.019 0.0 -0.9 0.2 0.04
H 1.678 -0.371 -0.014 0.0 -0.6 -0.2 0.14
H 0.205 -0.228 2.540 -0.6 -0.5 -0.2 0.09
H -0.907 -2.720 -1.197 0.1 0.0 0.3 0.09
H -2.389 0.073 -2.707 0.0 0.2 -0.4 0.12
H 1.150 3.517 1.471 0.6 0.6 0.5 0.07
H 0.419 -0.227 -2.228 0.0 -0.2 -0.8 0.09
H -2.146 1.848 -0.759 -0.1 -0.1 -0.1 0.12
H -2.835 -3.579 0.576 0.1 -0.1 0.1 0.03
```
Forces are in eV/Å.



Entry 7:
A cluster of 2 separate species, C5H16N2OS in total. Source: OMol25; level of theory: ωB97M-V/def2-TZVPD.

Values from the calculation:
DFT total energy, Ha: -782.99749
HOMO level, eV: -8.8
Energy relative to the best compared isomer or geometry (same formula, charge and spin), kcal/mol: 16.94
Structure (SMILES): CNCCNCCS.O
HOMO-LUMO gap, eV: 9.60
Net charge: 0

The geometry in XYZ format:
```
25
Properties=species:S:1:pos:R:3:forces:R:3:lowdin_charge:R:1
S -3.621 -0.563 0.866 -0.2 0.0 0.3 0.70
O 0.350 -0.726 3.107 0.0 0.2 0.1 -0.09
N -0.670 -0.615 -1.932 0.6 -0.9 0.1 -0.08
N 1.469 0.326 0.479 0.4 1.0 -0.4 -0.15
C -2.673 -0.135 -0.587 1.1 0.2 -1.3 -0.61
C 0.789 -0.430 -1.791 -0.3 1.8 -1.0 -0.21
C -1.362 -0.942 -0.675 -0.7 0.5 -0.2 -0.31
C 1.916 1.507 1.243 -0.5 0.9 -1.0 -0.13
C 1.065 0.794 -0.899 0.3 -1.0 2.0 -0.20
H 1.928 1.339 2.314 0.3 0.1 0.1 0.07
H 0.656 -1.645 3.123 0.0 0.6 -0.4 0.04
H 0.163 1.364 -0.699 -0.3 0.0 -0.5 0.11
H 2.275 -0.271 0.351 0.1 -0.3 0.1 0.10
H -2.580 -0.738 1.719 -0.2 0.2 -0.3 -0.14
H -3.192 -0.313 -1.536 -0.6 -0.5 0.5 0.07
H 1.383 -1.306 -1.523 -0.1 -0.1 0.5 0.11
H 2.823 1.992 0.853 0.5 -0.7 0.3 0.08
H 1.232 2.335 1.001 -0.4 -0.4 0.6 0.08
H -0.736 -0.659 0.164 0.1 -0.2 0.2 0.08
H 1.812 1.525 -1.225 0.1 -0.4 -0.6 0.11
H -2.437 0.926 -0.734 0.0 0.0 0.8 0.07
H -1.645 -1.994 -0.590 0.3 -0.1 0.0 0.11
H 1.158 -0.130 -2.779 -0.1 -0.3 -0.1 0.11
H 0.715 -0.253 2.331 -0.2 -1.0 0.1 -0.02
H -0.816 -1.387 -2.581 -0.1 0.3 0.0 0.11
```
Forces are in eV/Å.



Entry 8:
A cluster of 3 separate species, C5H16N2S in total. Source: OMol25; level of theory: ωB97M-V/def2-TZVPD.

Values from the calculation:
DFT total energy, Ha: -707.64077
HOMO level, eV: -8.9
Energy relative to the best compared isomer or geometry (same formula, charge and spin), kcal/mol: 90.14
HOMO-LUMO gap, eV: 7.37
Net charge: 0

The geometry in XYZ format:
```
24
Properties=species:S:1:pos:R:3:forces:R:3:lowdin_charge:R:1
S 0.463 1.466 -0.413 -1.2 1.2 -1.6 0.57
N -1.322 -1.087 -1.335 1.2 -0.2 -0.4 -0.05
N -2.299 0.447 1.507 0.9 -0.2 -1.1 -0.03
C 2.972 0.192 0.081 -0.2 0.0 -0.1 -0.36
C -2.850 -0.490 0.495 -1.3 0.0 0.6 -0.31
C 2.768 -1.158 -0.591 0.5 -0.7 0.0 -0.13
C -1.779 -1.489 0.000 -0.5 0.7 0.1 -0.29
C 1.746 0.756 0.799 -1.9 -2.0 -0.6 -0.50
H -0.849 -1.875 -1.785 -0.5 0.1 0.0 0.07
H -2.214 -2.487 -0.083 0.2 0.1 0.2 0.10
H 3.682 -1.562 -1.146 -0.9 0.6 1.2 0.09
H 1.225 -0.070 1.335 0.5 0.7 0.2 0.07
H 1.962 1.605 1.416 0.0 0.2 0.5 0.04
H -3.292 -0.014 -0.412 0.4 0.0 0.4 0.09
H -1.463 1.154 -0.956 3.0 0.0 1.4 0.18
H -3.738 -0.989 0.962 0.9 0.1 -0.2 0.11
H 3.304 0.864 -0.669 0.3 1.1 -0.7 0.08
H -1.606 1.015 0.996 -0.5 -0.1 0.8 -0.05
H 2.041 -1.047 -1.425 -0.1 -0.3 0.9 0.06
H -2.967 1.078 1.932 -0.2 -0.1 -0.3 0.06
H -0.965 -1.467 0.733 -0.1 -0.4 0.1 0.09
H -0.570 -0.390 -1.265 -0.5 -0.6 0.0 -0.10
H 3.777 0.187 0.815 0.1 -0.3 0.2 0.11
H 2.472 -1.850 0.251 0.0 0.2 -1.4 0.09
```
Forces are in eV/Å.



Q: Which value of HOMO-LUMO gap does entry 8 give?
A: 7.37 eV



Q: The lowest energy relative to the best compared isomer or geometry (same formula, charge and spin) belongs to which entry?
A: number 3